Record 1
The following is a DFT calculation (ωB97M-V with the def2-TZVPD basis set) of a structure of composition C25H30N7O7W.

Atoms and positions in Å:
W  -1.068  -0.316  0.451
C  -3.576  2.480  -2.422
O  -2.457  3.213  -1.889
C  -2.513  3.443  -0.559
C  -3.051  4.630  -0.041
C  -3.037  4.904  1.313
C  -2.477  3.998  2.205
C  -1.933  2.804  1.725
C  -1.355  1.873  2.643
N  -0.908  0.691  2.329
N  -0.350  -0.042  3.375
C  -0.185  -1.269  3.026
O  -0.531  -1.566  1.722
C  0.323  -2.347  3.836
C  0.499  -3.625  3.288
C  0.980  -4.644  4.089
C  1.280  -4.393  5.423
C  1.103  -3.125  5.968
C  0.624  -2.097  5.182
C  -1.964  2.551  0.343
O  -1.396  1.388  -0.127
H  -3.489  2.537  -3.502
H  -4.515  2.933  -2.104
H  -3.534  1.434  -2.103
H  -3.470  5.338  -0.745
H  -3.456  5.831  1.678
H  -2.460  4.208  3.266
H  -1.273  2.148  3.691
H  0.254  -3.821  2.253
H  1.116  -5.634  3.679
H  1.651  -5.194  6.049
H  1.334  -2.947  7.009
H  0.474  -1.111  5.599
N  1.135  0.328  0.623
C  2.006  -0.479  -0.264
C  3.348  0.130  -0.657
C  3.300  1.381  -1.556
C  4.336  1.326  -2.681
N  3.829  0.516  -3.790
C  4.063  0.693  -5.089
N  3.505  -0.143  -5.965
N  4.827  1.685  -5.536
C  1.155  -0.822  -1.476
O  1.542  -1.052  -2.575
O  -0.165  -0.861  -1.151
H  1.180  1.314  0.361
H  1.461  0.277  1.588
H  2.190  -1.428  0.251
H  3.884  -0.679  -1.159
H  3.924  0.339  0.246
H  3.504  2.273  -0.962
H  2.312  1.525  -2.006
H  5.269  0.899  -2.304
H  4.556  2.333  -3.028
H  3.248  -0.274  -3.537
H  2.981  -0.946  -5.662
H  3.660  -0.043  -6.955
H  5.308  2.313  -4.919
H  5.037  1.768  -6.517
O  -3.083  -0.221  1.056
C  -3.417  -1.283  0.400
C  -4.667  -2.068  0.301
C  -4.220  -3.247  -0.584
C  -2.738  -3.036  -0.890
O  -1.956  -3.711  -1.459
N  -2.398  -1.751  -0.285
H  -5.457  -1.456  -0.140
H  -5.009  -2.359  1.297
H  -4.758  -3.299  -1.531
H  -4.331  -4.214  -0.095

Results
strongest force on any atom = 0.765 eV/Å
frontier orbital gap = 5.7227 eV
net charge = +3
LUMO level = -0.384 hartree
highest occupied orbital energy = -0.5942 Ha
E = -52979.866 eV

Record 2
The following is a DFT calculation (ωB97M-V with the def2-TZVPD basis set) of a structure of composition C25H31AsCaF6GeO4 at a distorted geometry.

Atoms and positions in Å:
Ca  1.590  -1.799  0.769
C  2.364  -4.631  1.565
C  0.841  -4.666  1.443
O  0.498  -3.715  0.439
C  -0.888  -3.606  0.174
C  -1.509  -2.524  1.063
O  -0.634  -1.395  1.015
C  -0.729  -0.525  2.134
C  0.053  -1.079  3.330
O  1.291  -1.524  2.817
C  2.125  -2.194  3.752
C  3.270  -2.852  2.958
O  2.815  -3.292  1.690
H  2.795  -5.017  0.632
H  2.696  -5.251  2.403
H  0.360  -4.396  2.392
H  0.520  -5.671  1.145
H  -1.398  -4.564  0.317
H  -0.975  -3.313  -0.876
H  -1.607  -2.883  2.093
H  -2.500  -2.246  0.683
H  -1.775  -0.346  2.408
H  -0.259  0.411  1.814
H  -0.476  -1.922  3.799
H  0.190  -0.293  4.085
H  1.537  -2.957  4.281
H  2.537  -1.482  4.480
H  3.708  -3.674  3.536
H  4.057  -2.115  2.756
C  -0.143  -0.858  -2.681
Ge  -0.772  0.817  -1.769
C  -2.772  0.814  -1.708
C  -3.613  0.877  -0.606
C  -4.987  0.912  -0.791
C  -5.523  0.885  -2.067
C  -4.684  0.838  -3.170
C  -3.312  0.801  -2.993
C  0.313  2.472  -1.878
C  1.225  2.512  -2.911
C  1.877  3.710  -3.222
C  1.600  4.847  -2.510
C  0.675  4.839  -1.444
C  0.365  6.002  -0.705
C  -0.495  5.948  0.358
C  -1.083  4.729  0.733
C  -0.829  3.591  0.018
C  0.034  3.616  -1.093
H  -0.728  -1.007  -3.588
H  -0.328  -1.699  -2.010
H  0.916  -0.832  -2.937
H  -3.212  0.892  0.399
H  -5.645  0.959  0.064
H  -6.592  0.904  -2.212
H  -5.089  0.825  -4.170
H  -2.656  0.775  -3.856
H  1.433  1.636  -3.509
H  2.587  3.729  -4.037
H  2.098  5.773  -2.753
H  0.821  6.936  -0.999
H  -0.720  6.841  0.922
H  -1.741  4.705  1.590
H  -1.288  2.638  0.291
F  1.346  0.035  -0.242
As  3.244  -0.061  -0.618
F  2.776  -1.824  -0.871
F  2.994  0.183  -2.293
F  4.900  -0.342  -0.713
F  3.282  1.602  -0.250
F  3.228  -0.499  1.131

Results
strongest force on any atom = 2.894 eV/Å
frontier orbital gap = 6.4989 eV
net charge = +2
LUMO level = -0.249 hartree
highest occupied orbital energy = -0.4880 Ha
E = -186705.830 eV